# 1
The following is a DFT calculation (ωB97M-V/def2-TZVPD) of C6H18Mn2O7 as an isolated structure at a distorted geometry.

Cartesian coordinates (Å):
Mn: -3.46338 0.82778 -1.33906
Mn: -0.93763 0.88518 -0.34306
O: 0.77788 1.84916 -0.53209
H: 0.79491 2.80708 -0.57993
O: -1.77751 0.75727 -2.37891
H: -1.27747 0.95868 -3.16903
O: -2.58838 2.18970 -0.08775
H: -2.79886 2.48936 0.79771
O: -2.66851 -0.53116 -0.12741
H: -2.79090 -1.26972 0.46741
C: -0.51312 2.07161 2.78445
O: -0.49925 0.92264 1.98556
C: 0.61024 0.07972 2.22928
C: 0.45693 -1.19071 1.45857
O: 0.37069 -0.93280 0.06425
C: 0.28458 -2.12613 -0.70571
C: 0.78497 -1.93768 -2.12610
O: 2.16272 -1.72471 -2.26144
C: 2.59922 -0.42977 -1.93646
H: -1.46290 2.57493 2.62456
H: 0.31749 2.73453 2.52347
H: -0.45014 1.80517 3.84734
H: 0.65487 -0.20237 3.29369
H: 1.52592 0.62926 1.98371
H: -0.45509 -1.71016 1.77608
H: 1.34390 -1.80332 1.65901
H: -0.76684 -2.45909 -0.74844
H: 0.83122 -2.94893 -0.22933
H: 0.18254 -1.20474 -2.68374
H: 0.58051 -2.88763 -2.64088
H: 3.67320 -0.41508 -2.11137
H: 2.36656 -0.13638 -0.91419
H: 2.13163 0.32830 -2.58020

Atoms 1-3, force components in eV/Å:
1.0 0.1 0.5
0.9 0.4 -0.1
0.1 0.0 0.1

Properties
Energy relative to the best compared isomer or geometry (same formula, charge and spin) (kcal/mol): 0.0
Orbital gap (spin up / spin down) (eV): 6.2 / 7.4
LUMO (spin up / spin down) (eV): -0.802 / -0.945
2S+1: 11
HOMO level (spin up / spin down) (hartree): -0.2580 / -0.3050
Net charge: 0

# 2
The following is a DFT calculation (ωB97M-V/def2-TZVPD) of C66H44B2F10O48PV2 as an isolated structure at a distorted geometry.

Cartesian coordinates (Å):
O: -1.47083 1.89140 -1.80639
V: -0.70305 2.41099 -0.48958
O: -2.21429 1.69848 4.98474
V: -3.02308 3.02572 4.50300
O: -1.39747 3.74588 3.37446
P: -0.09992 3.99205 2.64949
O: -0.02971 3.48227 1.21187
F: 1.06946 3.35125 3.58662
F: 0.13741 5.60085 2.59579
B: -3.66122 2.26477 1.26086
F: -2.59445 2.46248 0.36192
F: -4.40137 1.04275 1.00100
F: -3.21272 2.19759 2.56731
F: -4.39933 3.38394 1.07762
B: 0.23614 0.14294 0.24122
F: -1.13970 0.11285 0.08798
F: 0.44134 0.81803 1.39380
F: 0.79455 -1.11677 0.29938
F: 0.77853 0.84420 -0.76438
C: 3.19934 3.98449 -0.35223
C: 4.47613 4.50085 -0.52500
C: 5.08816 4.90395 -1.85410
O: 6.17298 5.40063 -2.10163
C: 4.10661 4.80805 -2.93170
C: 2.81227 4.43997 -2.75560
C: 2.28299 3.95377 -1.47675
O: 1.18053 3.37694 -1.33236
O: 1.82875 4.57996 -3.73886
O: 5.33970 4.66522 0.54886
H: 2.86719 3.52636 0.56766
H: 4.46929 5.08536 -3.91046
H: 2.06825 4.16290 -4.56970
H: 4.87133 4.53879 1.37726
C: 3.76829 -1.27337 -5.20026
C: 4.56990 -0.55112 -6.03307
C: 5.25537 0.73269 -5.60042
O: 6.16520 1.32543 -6.26810
C: 4.79569 1.23259 -4.29247
C: 3.99708 0.52314 -3.47350
C: 3.44206 -0.89267 -3.77005
O: 2.98412 -1.70646 -2.98822
O: 3.72933 0.97635 -2.27110
O: 4.63180 -0.75949 -7.36887
H: 3.27303 -2.14354 -5.60514
H: 5.18620 2.08664 -3.75907
H: 3.29818 0.23755 -1.83535
H: 5.50953 -0.46262 -7.61999
C: 0.47904 -1.73828 4.85807
C: 1.39793 -2.72818 5.06140
C: 1.57334 -3.85054 4.11527
O: 2.44520 -4.70842 4.39020
C: 0.66671 -3.80247 3.00189
C: -0.22440 -2.87675 2.81293
C: -0.44671 -1.72373 3.80684
O: -1.28325 -0.76013 3.67164
O: -1.14940 -2.94842 1.78902
O: 2.11600 -2.76068 6.20811
H: 0.49596 -0.90216 5.54146
H: 0.47093 -4.67966 2.40306
H: -1.72228 -2.17976 1.83960
H: 2.68779 -3.53014 6.15723
C: 4.79131 0.97031 5.20202
C: 4.06463 1.86271 4.58044
C: 4.73597 2.99056 3.81353
O: 4.23027 3.91216 3.20952
C: 6.15163 2.83775 3.61749
C: 6.81769 1.92162 4.32138
C: 6.16520 0.86352 5.08241
O: 6.72005 -0.07424 5.63558
O: 8.12976 1.68662 4.02810
O: 2.71364 1.94951 4.74411
H: 4.26508 0.19141 5.73381
H: 6.67346 3.38172 2.84407
H: 8.47654 0.99357 4.59470
H: 2.17307 2.50475 4.17746
C: -0.46250 -0.63412 -3.61461
C: -1.64742 -1.22460 -3.45430
C: -2.73100 -1.25265 -4.45895
O: -3.73310 -1.83298 -4.29463
C: -2.20670 -0.84833 -5.73168
C: -1.03346 -0.25328 -5.92766
C: -0.14467 0.10813 -4.85124
O: 0.93908 0.79631 -4.98135
O: -0.47091 -0.25565 -7.15867
O: -1.87416 -2.01758 -2.37908
H: 0.22283 -0.62641 -2.77995
H: -2.70746 -1.10537 -6.65340
H: 0.42283 0.09079 -7.10574
H: -2.66025 -2.53910 -2.55705
C: 6.03668 -1.18793 2.55778
C: 7.24562 -0.76787 2.03041
C: 7.32286 0.17052 0.85240
O: 8.32083 0.38841 0.13586
C: 5.96839 0.72919 0.49197
C: 4.79988 0.34097 1.15156
C: 4.68985 -0.64670 2.27885
O: 3.67888 -1.05488 2.98462
O: 3.57452 0.83057 0.76119
O: 8.39504 -1.16488 2.52890
H: 6.23743 -1.98862 3.25420
H: 5.82647 1.26905 -0.43258
H: 2.98917 0.73568 1.51615
H: 9.11382 -0.82794 1.98905
C: -6.81954 1.02906 -3.76034
C: -7.78923 0.46304 -3.00411
C: -7.58309 -0.20523 -1.64174
O: -8.35164 -1.00493 -1.19611
C: -6.16158 -0.01764 -1.24284
C: -5.25306 0.62825 -2.00865
C: -5.49177 1.25071 -3.35352
O: -4.63046 1.97306 -3.87083
O: -4.01721 0.64997 -1.56077
O: -8.99778 0.29768 -3.56064
H: -7.10649 1.27164 -4.77287
H: -6.03891 -0.28491 -0.20364
H: -3.99450 0.62183 -0.60145
H: -9.60639 0.28376 -2.81835
C: -2.34018 8.02704 -1.15219
C: -1.72673 6.83150 -0.97696
C: -2.23929 5.59515 -1.64041
O: -1.76091 4.42632 -1.57819
C: -3.30041 5.83530 -2.55896
C: -3.79267 6.99843 -2.98341
C: -3.36267 8.26226 -2.22591
O: -3.74588 9.41967 -2.37861
O: -4.68030 7.07967 -3.93539
O: -0.76114 6.57208 -0.01915
H: -1.94922 8.81738 -0.52856
H: -3.66784 4.90960 -2.97665
H: -4.67335 7.95699 -4.32508
H: -0.48225 7.35080 0.46810
C: 2.38953 -3.72538 -0.58312
C: 1.41231 -4.52983 -0.96997
C: 1.38967 -6.03592 -0.55528
O: 0.54291 -6.84322 -1.07189
C: 2.49667 -6.43115 0.37254
C: 3.50865 -5.57346 0.63722
C: 3.52880 -4.06749 0.26739
O: 4.32838 -3.18546 0.67524
O: 4.28178 -5.77773 1.71803
O: 0.49144 -4.05963 -1.84442
H: 2.31847 -2.68785 -0.87447
H: 2.41840 -7.42488 0.78820
H: 4.61316 -4.95297 2.08073
H: 0.49194 -3.09963 -1.84599
C: -5.60213 -6.08279 0.18473
C: -5.59434 -4.92491 -0.35707
C: -4.32991 -4.37883 -0.95476
O: -4.22966 -3.38087 -1.62159
C: -3.13290 -5.21736 -0.60976
C: -3.15245 -6.36872 0.05796
C: -4.47882 -6.85229 0.62070
O: -4.58765 -7.74179 1.42181
O: -2.04169 -7.14972 0.28029
O: -6.74166 -4.20608 -0.66757
H: -6.47685 -6.66607 0.43181
H: -2.16642 -4.93577 -1.00095
H: -1.27743 -6.74872 -0.14008
H: -6.59025 -3.71076 -1.47586
C: -5.12747 -3.27471 2.89836
C: -4.56475 -2.05476 2.95859
C: -5.04294 -0.93780 3.88469
O: -4.67371 0.23305 3.88893
C: -6.11811 -1.45593 4.69939
C: -6.61654 -2.71412 4.82638
C: -6.17579 -3.79768 3.84511
O: -6.57029 -4.96127 3.82312
O: -7.67282 -3.04140 5.62746
O: -3.75624 -1.58478 1.89592
H: -4.88050 -3.92692 2.07372
H: -6.63265 -0.82860 5.41220
H: -7.96130 -3.93239 5.41647
H: -3.90031 -0.64013 1.80384

Atoms 1-3, force components in eV/Å:
2.4 1.4 3.0
-1.4 0.1 -5.4
-3.0 4.4 -0.7

Properties
Orbital gap (spin up / spin down) (eV): 2.8 / 3.6
LUMO (spin up / spin down) (eV): -7.927 / -7.166
2S+1: 3
HOMO level (spin up / spin down) (hartree): -0.3942 / -0.3943
Net charge: +1

# 3
The following is a DFT calculation (ωB97M-V/def2-TZVPD) of a 15-piece molecular cluster, C24H78O24 overall at a distorted geometry.

Cartesian coordinates (Å):
C: -0.92692 -3.10573 2.44323
C: -2.19871 -2.25725 2.35016
O: -1.98458 -0.89652 2.20284
O: -0.18802 -2.86307 1.32953
H: -1.08268 -4.18280 2.50462
H: -0.33934 -2.90444 3.33896
H: -2.92513 -2.64986 3.06169
H: -2.70531 -2.47967 1.41103
H: -1.66736 -0.69037 1.32053
H: 0.07703 -1.94139 1.37264
C: -0.03493 -0.34262 -0.81465
C: 0.87018 0.46200 0.10310
O: 0.77726 -0.07746 1.38787
O: -1.45323 -0.39446 -0.47356
H: 0.23775 -1.39756 -0.78586
H: 0.06131 -0.07153 -1.86601
H: 0.63685 1.52596 0.06253
H: 1.91960 0.43035 -0.18984
H: 1.03068 0.54357 2.07468
H: -1.90841 -1.03519 -1.02481
C: 4.21866 -2.00722 0.87914
C: 3.67488 -2.39865 -0.44330
O: 3.55393 -1.34034 -1.39149
O: 5.61576 -1.78559 0.94054
H: 3.99408 -2.80124 1.59133
H: 3.64236 -1.15965 1.25008
H: 2.68364 -2.81201 -0.25708
H: 4.24504 -3.19829 -0.91616
H: 2.85608 -1.70516 -1.94059
H: 5.84493 -1.88060 1.86793
C: -6.18068 0.04439 0.67266
C: -4.98848 -0.81971 0.80263
O: -5.15648 -2.02666 0.10843
O: -6.22800 0.74458 -0.51942
H: -6.14175 0.76388 1.49054
H: -7.07771 -0.49694 0.97333
H: -4.72129 -0.98390 1.84654
H: -4.14158 -0.31350 0.33937
H: -5.70083 -2.58457 0.66880
H: -6.23731 0.15835 -1.27958
C: 7.14055 0.25743 -1.45066
C: 5.95697 1.06344 -1.94546
O: 4.92871 1.00834 -0.97884
O: 6.87098 -1.12357 -1.56061
H: 7.34856 0.46832 -0.40169
H: 7.99818 0.55562 -2.05370
H: 5.57141 0.64871 -2.87683
H: 6.24462 2.09635 -2.14152
H: 4.71328 0.07687 -0.89196
H: 6.30273 -1.39822 -0.83724
C: -1.36045 3.43065 3.71594
C: -2.02338 2.21356 3.00492
O: -2.77021 1.31814 3.87239
O: -2.21234 4.51694 3.93334
H: -0.46686 3.73411 3.17051
H: -1.05790 3.07467 4.70074
H: -1.22728 1.59254 2.59423
H: -2.68841 2.51385 2.19520
H: -2.62505 0.42846 3.54224
H: -2.99221 4.16198 4.36624
C: -3.54803 1.79884 -2.45443
C: -3.12632 2.40275 -1.14705
O: -1.71702 2.29127 -0.95891
O: -3.19173 2.74466 -3.45677
H: -4.60299 1.52590 -2.42860
H: -3.00371 0.87321 -2.64160
H: -3.50357 1.78464 -0.33235
H: -3.38283 3.45889 -1.06421
H: -1.50551 1.36341 -0.83262
H: -2.24180 2.88302 -3.44685
C: -4.09974 -4.01092 -3.11714
C: -3.31832 -2.66847 -3.18886
O: -3.14650 -1.95822 -2.00227
O: -5.43969 -3.76377 -3.52990
H: -4.12324 -4.25073 -2.05411
H: -3.60733 -4.82091 -3.65524
H: -3.67519 -2.08159 -4.03521
H: -2.30422 -2.95657 -3.46581
H: -4.00044 -1.77476 -1.60387
H: -5.93826 -4.54291 -3.27306
C: 1.65158 -0.88331 4.73766
C: 0.78996 0.34477 4.73064
O: 1.40518 1.34746 3.94815
O: 3.00769 -0.55551 5.04022
H: 1.58678 -1.35674 3.75799
H: 1.26483 -1.52714 5.52760
H: 0.86160 0.75102 5.73957
H: -0.25750 0.22563 4.45363
H: 2.20058 1.50832 4.46105
H: 3.36638 -1.31305 5.50829
C: -1.05343 5.34448 0.41089
O: -0.14185 4.54516 -0.30676
H: -1.29709 4.85693 1.35482
H: -0.60844 6.33223 0.53100
H: -2.02105 5.48418 -0.07106
H: -0.55268 3.73526 -0.61800
C: 0.13290 2.09879 -4.34227
O: -0.48197 3.10353 -3.57239
H: -0.37820 2.16074 -5.30302
H: 1.16989 2.40495 -4.48009
H: -0.00899 1.15614 -3.81370
H: -0.43322 3.93598 -4.04805
C: 2.98033 3.57484 -1.44489
O: 2.46127 4.88189 -1.61802
H: 2.48858 2.77299 -1.99563
H: 4.05453 3.62881 -1.62172
H: 2.88323 3.25733 -0.40669
H: 1.53745 4.75705 -1.38874
C: 0.67023 -2.80171 -3.54843
O: 1.68916 -1.86175 -3.21990
H: -0.00449 -2.48481 -4.34368
H: 1.06215 -3.77755 -3.83518
H: 0.03517 -2.87567 -2.66563
H: 1.93246 -1.40566 -4.02885
C: -1.32253 -5.13509 -0.60755
O: 0.08373 -5.01437 -0.63874
H: -1.77793 -4.35878 -1.22241
H: -1.51855 -6.06756 -1.13687
H: -1.68561 -5.27079 0.41121
H: 0.27792 -4.23464 -0.11347
C: 4.53395 1.78630 2.37265
O: 5.30155 2.31065 1.30641
H: 4.61226 2.34183 3.30719
H: 3.49981 1.73256 2.03242
H: 4.73255 0.72224 2.50087
H: 5.14301 1.81707 0.49842

Atoms 1-3, force components in eV/Å:
-1.0 0.0 1.3
-0.5 -2.0 -1.6
0.1 1.0 2.5

Properties
Orbital gap (eV): 9.1
LUMO (eV): 0.014
HOMO level (hartree): -0.3345
Net charge: 0

# 4
The following is a DFT calculation (ωB97M-V/def2-TZVPD) of C17H31Cl3O2OsP2 as an isolated structure at a distorted geometry.

Cartesian coordinates (Å):
P: 0.10279 5.71271 -1.53898
P: 2.64596 4.23194 -3.00009
C: 1.41825 6.73987 -2.39287
C: 2.13850 5.97160 -3.50705
H: 2.12360 7.07575 -1.61616
H: 0.91172 7.62880 -2.80034
H: 1.50502 5.87238 -4.40299
H: 3.06139 6.49469 -3.80403
C: 4.19858 4.75145 -2.11771
H: 4.76683 3.85064 -1.85012
H: 3.95791 5.30594 -1.20064
H: 4.80934 5.38476 -2.77514
C: 3.48762 3.73060 -4.56501
H: 4.29926 4.43310 -4.80366
H: 2.77152 3.70168 -5.39754
H: 3.90938 2.72898 -4.42189
C: -0.65756 6.95297 -0.41421
H: -1.53957 6.49134 0.04704
H: -0.96418 7.84792 -0.97187
H: 0.05079 7.23449 0.37847
C: -1.14844 5.84304 -2.89802
H: -0.80105 5.33536 -3.80784
H: -1.33581 6.90210 -3.11945
H: -2.07960 5.36939 -2.56090
Os: 0.25176 0.72825 -0.10725
C: 1.60706 1.12352 -1.94663
C: 2.20518 1.58868 -0.74939
C: 2.21317 2.92355 -0.07155
C: 0.92008 3.46030 0.59769
C: -0.34901 2.72247 0.32284
C: -0.90979 2.31396 -0.93873
C: -0.42904 2.63565 -2.32197
C: 0.68179 1.75516 -2.91956
C: -1.41790 -0.05927 0.71127
H: 2.08161 0.22778 -2.35294
H: 3.05833 0.97230 -0.44512
H: 2.58261 3.69286 -0.76312
H: 2.98202 2.86925 0.71537
H: 1.09009 3.45089 1.68640
H: 0.80381 4.52860 0.33387
H: -1.07809 2.77342 1.13954
H: -1.97788 2.08351 -0.88635
H: -0.07578 3.68358 -2.35668
H: -1.29781 2.58549 -2.99730
H: 0.20025 0.95291 -3.49888
H: 1.24963 2.34898 -3.66142
H: -1.70571 -0.88145 0.03516
H: -2.25486 0.65191 0.75146
H: -1.26620 -0.50623 1.70304
Cl: 3.30707 -1.89524 2.19359
C: 1.64361 -1.55254 1.80756
Cl: 0.50784 -2.36610 2.85330
Cl: 1.38923 0.34490 2.00752
C: 1.36342 -2.00127 0.30992
O: 1.57737 -3.17539 0.06300
O: 0.92807 -1.11099 -0.54163

Atoms 1-3, force components in eV/Å:
-0.4 3.2 -2.0
1.7 2.5 -1.0
0.8 -0.5 0.3

Properties
Energy relative to the best compared isomer or geometry (same formula, charge and spin) (kcal/mol): 19.3
Orbital gap (spin up / spin down) (eV): 9.5 / 5.4
LUMO (spin up / spin down) (eV): -5.778 / -9.849
2S+1: 5
HOMO level (spin up / spin down) (hartree): -0.5607 / -0.5594
Net charge: +2

Look up the net charge of the fourth one.
+2

Number 3 is which compound?
C24H78O24

Please write out number 4 again, unchanged.
The following is a DFT calculation (ωB97M-V/def2-TZVPD) of C17H31Cl3O2OsP2 as an isolated structure at a distorted geometry.

Cartesian coordinates (Å):
P: 0.10279 5.71271 -1.53898
P: 2.64596 4.23194 -3.00009
C: 1.41825 6.73987 -2.39287
C: 2.13850 5.97160 -3.50705
H: 2.12360 7.07575 -1.61616
H: 0.91172 7.62880 -2.80034
H: 1.50502 5.87238 -4.40299
H: 3.06139 6.49469 -3.80403
C: 4.19858 4.75145 -2.11771
H: 4.76683 3.85064 -1.85012
H: 3.95791 5.30594 -1.20064
H: 4.80934 5.38476 -2.77514
C: 3.48762 3.73060 -4.56501
H: 4.29926 4.43310 -4.80366
H: 2.77152 3.70168 -5.39754
H: 3.90938 2.72898 -4.42189
C: -0.65756 6.95297 -0.41421
H: -1.53957 6.49134 0.04704
H: -0.96418 7.84792 -0.97187
H: 0.05079 7.23449 0.37847
C: -1.14844 5.84304 -2.89802
H: -0.80105 5.33536 -3.80784
H: -1.33581 6.90210 -3.11945
H: -2.07960 5.36939 -2.56090
Os: 0.25176 0.72825 -0.10725
C: 1.60706 1.12352 -1.94663
C: 2.20518 1.58868 -0.74939
C: 2.21317 2.92355 -0.07155
C: 0.92008 3.46030 0.59769
C: -0.34901 2.72247 0.32284
C: -0.90979 2.31396 -0.93873
C: -0.42904 2.63565 -2.32197
C: 0.68179 1.75516 -2.91956
C: -1.41790 -0.05927 0.71127
H: 2.08161 0.22778 -2.35294
H: 3.05833 0.97230 -0.44512
H: 2.58261 3.69286 -0.76312
H: 2.98202 2.86925 0.71537
H: 1.09009 3.45089 1.68640
H: 0.80381 4.52860 0.33387
H: -1.07809 2.77342 1.13954
H: -1.97788 2.08351 -0.88635
H: -0.07578 3.68358 -2.35668
H: -1.29781 2.58549 -2.99730
H: 0.20025 0.95291 -3.49888
H: 1.24963 2.34898 -3.66142
H: -1.70571 -0.88145 0.03516
H: -2.25486 0.65191 0.75146
H: -1.26620 -0.50623 1.70304
Cl: 3.30707 -1.89524 2.19359
C: 1.64361 -1.55254 1.80756
Cl: 0.50784 -2.36610 2.85330
Cl: 1.38923 0.34490 2.00752
C: 1.36342 -2.00127 0.30992
O: 1.57737 -3.17539 0.06300
O: 0.92807 -1.11099 -0.54163

Atoms 1-3, force components in eV/Å:
-0.4 3.2 -2.0
1.7 2.5 -1.0
0.8 -0.5 0.3

Properties
Energy relative to the best compared isomer or geometry (same formula, charge and spin) (kcal/mol): 19.3
Orbital gap (spin up / spin down) (eV): 9.5 / 5.4
LUMO (spin up / spin down) (eV): -5.778 / -9.849
2S+1: 5
HOMO level (spin up / spin down) (hartree): -0.5607 / -0.5594
Net charge: +2